{"formula": "C3H9ClNP", "method": "ωB97M-V/def2-TZVPD", "spin_multiplicity": 1, "gap_ev": 9.556, "fmax_ev_per_a": 5.6, "e_lumo_ev": 0.855, "relative_energy_kj_mol": 304.9, "homo_ev": -8.70, "smiles": "C[C@H]1CP1Cl.N", "energy_ev": -26556.53528, "symbols": ["C", "C", "H", "Cl", "H", "H", "H", "H", "H", "H", "N", "P", "H", "H", "C"], "coordinates": [[-1.285371, -0.870826, -0.771400], [-0.225841, -0.658248, -1.857954], [1.008523, 3.024105, 0.129265], [-4.018940, -0.267703, -0.171438], [0.253120, 0.276596, -1.641829], [-0.453704, -0.181706, 1.094556], [-0.578758, -0.616520, -2.848851], [0.626624, -1.338804, -2.007617], [-1.848041, -1.351646, 1.469639], [1.407168, 1.435375, 0.582947], [1.546736, 2.399472, 0.812233], [-2.220057, 0.627773, 0.013429], [2.435913, 2.832273, 0.646943], [-1.837001, -1.740406, -0.871593], [-1.399113, -0.539138, 0.828856]], "forces_ev_per_angstrom": [[0.017, 1.975, 1.436], [1.346, 0.105, 1.919], [0.210, -1.653, 1.326], [-1.627, -0.081, 0.232], [0.361, 0.785, -0.179], [1.349, 0.508, 1.385], [-1.333, 0.339, -1.017], [-0.324, -0.483, 0.949], [0.712, 1.065, -0.804], [0.632, -0.246, -0.476], [-1.887, 2.889, -1.091], [-1.503, 1.917, -3.788], [1.042, -1.013, 0.221], [-1.571, -1.153, -0.668], [2.576, -4.957, 0.555]]}


{"formula": "C3H9ClSSi", "method": "ωB97M-V/def2-TZVPD", "spin_multiplicity": 1, "gap_ev": 8.454, "fmax_ev_per_a": 4.4, "e_lumo_ev": -0.508, "relative_energy_kj_mol": 94.4, "homo_ev": -8.96, "smiles": "C[SiH](C)Cl.C=S", "energy_ev": -34492.07265, "symbols": ["S", "H", "C", "H", "H", "H", "C", "H", "Si", "H", "H", "Cl", "C", "H", "H"], "coordinates": [[-4.912706, -0.067499, 0.435872], [0.523307, 0.760402, 1.352157], [-3.553886, -0.802582, 0.979309], [-3.558172, -1.823842, 1.318160], [1.299620, -0.612957, 2.029378], [1.749609, 1.198190, -2.585476], [1.498346, 0.123541, 1.199491], [2.466981, 0.689119, 1.450301], [1.499447, -0.517969, -0.564191], [0.128502, 1.185581, -1.999003], [-2.572750, -0.300927, 0.955046], [0.103678, -1.859724, -0.624530], [1.128156, 0.973598, -1.676912], [1.289005, 1.941213, -1.183870], [2.910870, -0.886138, -1.085733]], "forces_ev_per_angstrom": [[1.361, -0.712, 0.607], [2.023, -0.524, -0.587], [-0.813, 1.195, -0.893], [-0.043, -0.309, 0.195], [0.700, 0.222, -1.021], [-0.321, -1.079, 0.603], [-0.796, 0.750, 1.606], [-1.667, -0.526, -0.312], [2.869, 3.259, -0.351], [-0.975, -0.684, -0.264], [-0.481, -0.181, 0.080], [-1.906, -2.207, -0.416], [0.771, 1.446, -0.714], [0.351, -0.295, 0.828], [-1.073, -0.357, 0.640]]}


{"formula": "C3H9F3PSi", "method": "ωB97M-V/def2-TZVPD", "charge": 1, "spin_multiplicity": 3, "gap_ev": [6.025, 7.605], "fmax_ev_per_a": 3.3, "e_lumo_ev": [-6.052, -7.482], "relative_energy_kj_mol": 114.6, "homo_ev": [-12.08, -15.09], "energy_ev": -28566.47099, "symbols": ["H", "H", "C", "C", "H", "Si", "F", "H", "H", "P", "F", "H", "H", "H", "H", "C", "F"], "coordinates": [[1.198069, -2.631505, -1.466896], [-0.421415, -1.118511, 3.117314], [1.381226, 0.981681, 0.863588], [0.424968, -1.995440, -1.736552], [-1.943310, -0.489052, 2.152513], [0.123388, -0.436626, 0.832743], [-2.104071, 2.210870, -3.071636], [1.438351, 1.240829, 1.906697], [-0.533455, -2.603363, -1.886955], [-1.627649, 3.438245, -2.185503], [-1.854548, 2.740704, -0.715198], [0.720697, -1.057664, -2.113190], [-0.737880, 0.595814, 2.941223], [2.418729, 0.557897, 0.702896], [1.371327, 1.855536, 0.191136], [-0.911552, -0.422324, 2.424723], [-0.089298, 2.904819, -2.102841]], "forces_ev_per_angstrom": [[1.581, -1.001, 0.646], [-0.800, -0.500, -0.172], [1.631, -1.150, -0.778], [-2.335, -2.009, -0.626], [-0.716, -0.762, 0.379], [0.167, 1.639, 1.191], [-0.181, 0.692, 0.344], [-0.435, 0.533, 0.571], [1.226, 1.712, 0.002], [1.521, -2.547, 1.350], [-0.685, 0.757, -0.994], [-0.348, 1.073, -0.577], [-0.251, -1.234, -1.056], [-0.965, 0.045, -0.199], [-0.605, -0.411, 0.233], [1.793, 2.166, 0.307], [-0.599, 0.997, -0.620]]}


{"formula": "C3H9FN2", "method": "ωB97M-V/def2-TZVPD", "spin_multiplicity": 1, "gap_ev": 9.900, "fmax_ev_per_a": 6.3, "e_lumo_ev": 0.762, "relative_energy_kj_mol": 345.6, "homo_ev": -9.14, "energy_ev": -8950.91851, "symbols": ["H", "F", "C", "H", "N", "H", "H", "H", "H", "H", "C", "N", "C", "H", "H"], "coordinates": [[0.100846, -1.795349, -1.706636], [0.600136, -1.207239, 0.428681], [-0.905359, -0.213956, -1.024407], [0.958850, 0.445684, -0.826405], [-0.311273, -0.976429, -2.101298], [-1.433598, 0.608593, -1.387124], [1.999184, 1.142000, 1.592789], [-0.970332, -1.345430, -2.921698], [-1.723476, -0.651686, -0.385498], [-0.628428, 2.057442, 0.494525], [0.181534, 0.141673, -0.172833], [0.717594, 1.188439, 2.083091], [-0.211046, 1.114093, 0.793680], [0.303413, 2.024785, 2.720245], [-1.242691, 0.644179, 1.110478]], "forces_ev_per_angstrom": [[0.346, -0.597, 0.185], [-0.460, 2.765, -0.617], [-2.260, -2.287, -0.798], [1.452, 0.005, -0.172], [-2.234, -1.210, -3.137], [-0.356, 1.869, -0.981], [-5.171, 1.141, 2.308], [1.571, 1.318, 2.705], [0.777, -0.582, -0.526], [0.872, 0.658, -1.044], [2.086, -1.909, 0.270], [1.122, 0.755, -2.528], [-1.832, -0.619, 5.965], [2.353, -2.035, -2.246], [1.734, 0.727, 0.617]]}


{"formula": "C3H9HfNO2", "method": "ωB97M-V/def2-TZVPD", "charge": 2, "spin_multiplicity": 1, "gap_ev": 7.634, "fmax_ev_per_a": 5.4, "e_lumo_ev": -10.921, "relative_energy_kj_mol": 31.6, "homo_ev": -18.56, "energy_ev": -10128.55325, "symbols": ["H", "N", "Hf", "H", "H", "C", "O", "C", "C", "O", "H", "H", "H", "H", "H", "H"], "coordinates": [[0.855505, 0.251113, 3.180477], [0.531141, 0.932887, 1.235678], [0.260805, -0.209074, -0.718636], [0.901793, 0.131275, -3.397598], [-0.669052, 0.684098, -3.942394], [0.117369, 0.131242, 2.400913], [0.157421, -1.588009, 0.690473], [0.004311, -1.334956, 2.049363], [-0.173433, -0.059850, -3.300901], [-0.187926, -2.192294, 2.898905], [1.468298, 1.349655, 1.355942], [-0.434903, -1.042360, -3.719399], [-0.091814, 1.750694, 1.110021], [-0.704097, 0.117864, -2.264471], [-0.833803, 0.478171, 2.767057], [-1.201613, 0.599539, -0.345434]], "forces_ev_per_angstrom": [[0.060, -0.072, 0.371], [0.435, 1.368, -1.894], [2.143, -2.370, 4.298], [0.233, 0.048, 0.585], [0.061, -0.047, 0.333], [0.251, -0.443, 0.165], [-0.106, 1.589, -2.252], [-0.605, -2.849, 3.638], [-1.142, 0.061, 0.228], [0.643, 2.737, -3.346], [-0.287, -0.257, 0.258], [0.046, 0.070, 0.486], [0.331, -0.325, 0.398], [-0.635, 0.234, -3.108], [-0.392, 0.104, 0.203], [-1.037, 0.154, -0.364]]}


{"formula": "C3H9I2NSi", "method": "ωB97M-V/def2-TZVPD", "spin_multiplicity": 1, "gap_ev": [6.255, 6.258], "fmax_ev_per_a": 5.1, "e_lumo_ev": [-1.689, -1.690], "relative_energy_kj_mol": 0.0, "homo_ev": [-7.94, -7.95], "energy_ev": -28823.89370, "symbols": ["H", "H", "H", "H", "Si", "C", "H", "C", "N", "H", "H", "I", "H", "H", "I", "C"], "coordinates": [[2.351736, -0.894051, -0.956618], [-1.870186, 1.507542, -1.337245], [0.155770, 1.345164, -0.180930], [-1.693899, -1.275098, 1.716919], [-0.792587, -0.251970, 2.077969], [1.838734, -0.823100, -0.016670], [0.845058, 0.761070, -1.916933], [-1.252729, 0.522986, -1.527487], [0.399477, -0.657281, -0.353480], [2.435739, 0.100612, 0.375082], [1.957240, -1.784752, 0.477326], [-1.992502, 1.914626, 2.282017], [-1.752810, -0.348023, -1.094569], [-1.176165, 0.516971, -2.611868], [0.393084, -1.163601, 4.029451], [0.154041, 0.528903, -0.962963]], "forces_ev_per_angstrom": [[0.226, -0.484, -1.022], [1.195, -1.884, 0.054], [0.871, 0.016, -1.309], [-1.158, -0.783, -0.057], [1.422, 0.042, -1.737], [-0.247, 1.251, -0.272], [-0.682, -0.395, 2.335], [-1.490, 2.043, -0.172], [1.684, -2.202, 4.262], [-1.376, -1.483, 0.310], [0.314, 0.404, 0.512], [0.655, -0.717, -0.078], [-0.331, 0.216, -0.461], [-0.420, -0.639, -0.111], [-0.130, 0.467, -0.414], [-0.532, 4.149, -1.841]]}